No. 1
The following is a quantum chemistry calculation of a cluster of 2 separate species, C16H33Br2NO6PS in total in a non-equilibrium geometry, from the OMol25 dataset.

Each line ends with the Mulliken charge.
CARTESIAN COORDINATES (ANGSTROEM)
C: 7.28240 1.40417 -0.72921  -1.3974
C: 6.46544 0.58931 0.26847  -0.3163
C: 4.96784 0.79658 0.00795  -1.1145
C: 4.11365 -0.48660 0.14081  0.1607
C: 2.94192 -0.42819 -0.82889  -1.6187
C: 1.72573 -1.29116 -0.45336  -1.0002
C: 0.74350 -0.68999 0.59844  2.1008
C: 1.20918 0.66266 1.15933  -2.5039
C: -0.75867 -0.41114 0.18211  0.2148
C: -1.35409 -1.11424 -1.04813  -0.6158
C: -2.39850 -0.22300 -1.76078  -1.2554
C: -3.51764 0.30471 -0.87406  -0.1660
S: -3.35258 2.04050 -0.44945  1.2651
O: -2.29598 2.65244 -1.17983  -0.6212
O: -4.61654 2.63387 -0.64363  -0.6288
O: -3.03339 2.05958 1.12178  -0.4735
C: -1.45107 -0.82970 1.44266  -0.8413
N: -0.75824 -1.51028 2.25462  0.0970
C: 0.58353 -1.75918 1.68259  -0.8998
P: 1.88814 -2.06140 2.93670  1.0235
O: 2.29455 -0.87480 3.64182  -0.6355
O: 3.06286 -2.87065 2.27236  -0.4742
O: 1.21040 -3.10340 3.97411  -0.5779
H: 6.84908 2.39100 -0.85256  0.3419
H: 7.21090 0.92182 -1.69863  0.3541
H: 8.31669 1.49904 -0.43000  0.4002
H: 6.68872 0.94261 1.27204  0.3272
H: 6.75330 -0.45540 0.22396  0.3318
H: 4.56835 1.54015 0.69090  0.2986
H: 4.83956 1.17728 -1.00307  0.4605
H: 4.77201 -1.32436 -0.06070  0.4642
H: 3.80493 -0.55720 1.17820  -0.0254
H: 2.66522 0.58931 -1.06511  0.5425
H: 3.30571 -0.83934 -1.76631  0.6099
H: 2.13563 -2.21040 -0.05096  0.4220
H: 1.23372 -1.56735 -1.37953  0.4649
H: 2.14238 0.60007 1.69704  0.3365
H: 0.44757 1.02773 1.84469  0.4235
H: 1.30791 1.38088 0.35678  0.5989
H: -0.96075 0.65387 0.20487  0.4598
H: -0.59915 -1.34107 -1.78524  0.1849
H: -1.88724 -2.00798 -0.73535  0.4890
H: -2.86985 -0.86212 -2.49778  0.4802
H: -1.88218 0.56298 -2.29643  0.5271
H: -4.43908 0.29117 -1.44811  -0.2674
H: -3.71396 -0.29045 0.00645  0.5702
H: -2.19101 2.54120 1.23062  0.3737
H: -2.46205 -0.60332 1.75071  0.5515
H: -1.07594 -1.86340 3.15110  0.3695
H: 0.46037 -2.72402 1.17839  0.3984
H: 3.33473 -3.57044 2.89467  0.3954
H: 0.48548 -3.57607 3.53135  0.3314
Br: -7.98422 1.59398 -4.46441  -0.1321
C: -8.65451 1.69076 -2.64143  -0.5765
C: -7.54031 1.57492 -1.63834  -0.5595
Br: -6.91949 -0.27081 -1.48070  -0.1491
H: -9.40055 0.90991 -2.53815  0.3805
H: -9.13341 2.66332 -2.55846  0.3680
H: -7.88631 1.84690 -0.64422  0.3964
H: -6.67463 2.17471 -1.89267  0.3359

Results
Charge = +1
Multiplicity = 1
Energy = -191106.3780 eV
Largest force on an atom = 1.56 eV/Å
Frontier orbital gap = 0.273 hartree

=====

No. 2
The following is a quantum chemistry calculation of a cluster of 4 separate species, C16H33Br3O11Si in total in a non-equilibrium geometry, from the OMol25 dataset.

Each line ends with the Mulliken charge.
CARTESIAN COORDINATES (ANGSTROEM)
C: -3.92227 -5.63008 0.02785  -0.7617
C: -4.01645 -4.23656 -0.83127  -0.2366
Br: -5.42211 -2.97479 -0.06329  -0.1520
C: -2.55281 -3.46173 -0.99799  -0.3174
Br: -1.18430 -4.67879 -1.87542  -0.0836
Si: -1.92240 -2.62393 0.61678  0.6376
Br: -0.37597 -0.96627 0.13468  -0.2969
C: -1.22000 -3.89299 1.93553  -0.5765
O: -0.07375 -4.56710 1.30461  0.0075
O: 0.20358 -5.70850 1.86806  -0.4161
H: -2.82808 -6.01779 0.22280  0.1571
H: -4.45455 -5.44916 1.07867  0.2884
H: -4.51809 -6.48538 -0.54523  0.2606
H: -4.43987 -4.51807 -1.91094  0.4370
H: -2.76162 -2.59349 -1.79067  0.2863
H: -3.02419 -1.92182 1.31766  -0.1413
H: -0.94864 -3.26238 2.88404  0.2594
H: -2.12214 -4.59077 2.20107  0.3490
H: -0.61073 -6.16257 2.23649  0.3190
C: -2.02783 5.77262 -0.74142  -1.0217
C: -3.24625 5.50153 -1.60549  -0.2481
O: -2.99055 4.43065 -2.52266  -0.3584
C: -3.07358 3.18088 -2.00324  0.7395
O: -3.35185 2.90022 -0.84659  -0.5687
O: -2.76968 2.29519 -2.98335  -0.3459
C: -2.73871 0.93813 -2.54664  -0.5890
H: -1.14225 5.93629 -1.36415  0.2870
H: -2.18719 6.65205 -0.11141  0.3786
H: -1.80581 4.92011 -0.09217  0.2898
H: -3.46927 6.38907 -2.20789  0.2962
H: -4.13537 5.29304 -0.99851  0.3025
H: -3.66556 0.66339 -2.03361  0.3068
H: -1.87394 0.77675 -1.89536  0.2221
H: -2.63232 0.29982 -3.42811  0.2844
C: 2.27595 -4.46219 -0.39253  -0.6796
C: 3.73120 -4.07688 -0.19644  -0.4139
O: 4.58871 -4.91414 -0.98197  -0.3410
C: 4.67547 -4.59552 -2.29710  0.7686
O: 4.10321 -3.66852 -2.85138  -0.5697
O: 5.48812 -5.49898 -2.89776  -0.3307
C: 5.60028 -5.32700 -4.30882  -0.6189
H: 2.13127 -5.53092 -0.20359  0.2947
H: 1.62973 -3.89135 0.27997  0.1993
H: 1.95251 -4.27535 -1.42115  0.2605
H: 4.00995 -4.23143 0.85177  0.3138
H: 3.90414 -3.01790 -0.42247  0.3289
H: 5.88575 -4.30171 -4.56383  0.2889
H: 4.65629 -5.59708 -4.79253  0.2839
H: 6.38092 -6.00096 -4.67232  0.2240
C: 1.07920 7.59019 4.89348  -1.0781
C: 2.36045 7.64783 4.08122  -0.1550
O: 2.72848 6.34214 3.61959  -0.3568
C: 2.05319 5.89195 2.53335  0.7570
O: 1.18408 6.49891 1.92483  -0.5660
O: 2.49104 4.64015 2.25281  -0.3277
C: 1.79896 4.01389 1.17481  -0.5869
H: 1.16600 6.85335 5.69868  0.2906
H: 0.85158 8.56729 5.32841  0.3506
H: 0.23121 7.28382 4.27329  0.3000
H: 3.17874 8.00181 4.71796  0.2911
H: 2.27793 8.35032 3.24329  0.2944
H: 1.79768 4.64596 0.28137  0.2837
H: 0.77559 3.77343 1.47967  0.2767
H: 2.31694 3.08131 0.93454  0.2226

Results
Multiplicity = 1
Energy = -257651.4947 eV
Largest force on an atom = 6.39 eV/Å
SMILES string = C[C@@H](Br)[C@H](Br)[Si@H](Br)COO.CCOC(=O)OC.CCOC(=O)OC.CCOC(=O)OC
Frontier orbital gap = 0.355 hartree